81
Properties=species:S:1:pos:R:3:forces:R:3 method="wB97M-V/def2-TZVPD" spin_multiplicity=3 energy_ev=-124619.6537 orbital_gap_ev="7.05 / 7.09" total_charge=+3
W 0.2525 0.6411 0.2587 -0.2 0.6 -0.5
C 1.1931 -1.0381 4.2956 -0.2 -0.1 0.2
C -0.0590 -1.3966 4.7757 0.2 0.1 -0.1
C -1.1468 -1.2283 3.9401 -0.1 0.0 -0.1
C -0.9768 -0.6951 2.6714 0.3 -0.1 0.1
N 0.2441 -0.3195 2.2030 -0.3 -0.4 0.7
C 1.2947 -0.5119 3.0299 0.1 0.2 -0.1
C -2.0767 -0.5649 1.7171 -0.2 0.1 -0.2
C -3.3965 -0.7704 2.0702 0.2 0.0 0.1
C -4.3719 -0.7245 1.0898 0.1 0.0 -0.2
C -3.9767 -0.5316 -0.2187 -0.2 0.0 0.1
C -2.6415 -0.3022 -0.5197 0.2 0.0 0.1
N -1.6962 -0.2641 0.4497 -0.9 -0.5 -0.1
C -2.1822 -0.1533 -1.9104 0.1 0.0 -0.3
C -3.0787 -0.0427 -2.9656 -0.1 0.0 0.1
C -2.6058 -0.0043 -4.2662 0.1 0.0 0.0
C -1.2393 -0.0720 -4.4654 -0.1 0.0 0.0
C -0.4146 -0.1361 -3.3553 0.1 0.0 0.0
N -0.8514 -0.1737 -2.0966 -0.2 -0.2 -0.1
H 2.0841 -1.1685 4.8933 0.0 0.0 0.0
H -0.1797 -1.8041 5.7708 0.0 0.0 0.0
H -2.1279 -1.5318 4.2732 0.0 0.0 0.0
H 2.2668 -0.2284 2.6726 0.0 0.1 0.0
H -3.6670 -0.9683 3.0964 0.0 0.0 0.0
H -5.4149 -0.8671 1.3376 0.0 0.0 0.0
H -4.7155 -0.5759 -1.0028 0.0 0.0 0.0
H -4.1419 0.0168 -2.7897 0.0 0.0 0.0
H -3.2913 0.0667 -5.0998 0.0 0.0 0.0
H -0.8133 -0.0729 -5.4589 0.0 0.0 0.0
H 0.6535 -0.1437 -3.5047 0.0 0.0 0.0
C 0.7141 -2.4696 -0.2053 -0.2 -0.4 0.0
O 1.3857 -1.2066 -0.4373 -0.5 0.5 0.5
C 2.1967 -1.2974 -1.6366 0.1 0.2 -0.4
C 2.7303 0.0673 -2.0262 -0.1 -0.1 0.2
O 1.7020 1.0228 -1.8133 -0.3 -0.1 0.1
C 1.9982 2.2923 -2.4147 0.0 0.2 0.0
H 1.4467 -3.2757 -0.2025 0.1 0.1 0.0
H -0.0246 -2.6483 -0.9870 0.0 0.1 0.0
H 0.2304 -2.4280 0.7654 0.0 0.0 0.0
H 1.5731 -1.7186 -2.4239 -0.1 0.0 0.1
H 3.0231 -1.9844 -1.4478 0.0 0.0 0.1
H 3.0090 0.0474 -3.0833 0.0 0.0 0.0
H 3.6209 0.3383 -1.4543 0.0 0.0 0.0
H 2.1201 2.1748 -3.4928 0.0 -0.1 0.0
H 2.9134 2.7140 -1.9918 0.0 0.0 0.0
H 1.1530 2.9431 -2.2120 0.0 0.0 0.0
Br 1.4179 4.2298 0.6002 -0.1 -0.2 0.2
C 2.5411 2.7995 1.0895 -0.5 -0.2 -0.5
C 3.7521 3.1834 1.6410 0.2 0.0 0.1
C 4.7388 2.2441 1.8651 -0.1 0.1 0.0
C 4.4710 0.9388 1.4812 0.2 -0.1 0.0
C 3.2391 0.6299 0.9660 -0.2 0.0 -0.1
N 2.2089 1.5096 0.7871 1.4 0.8 0.5
H 3.9124 4.2296 1.8577 0.0 0.0 0.0
H 5.6902 2.5283 2.2944 0.0 0.0 0.0
H 5.2151 0.1602 1.5807 0.0 0.0 0.0
H 3.0376 -0.3925 0.6855 0.0 0.0 0.1
C -1.6948 4.6118 -3.6733 -0.1 0.1 0.3
Si -2.5128 4.3676 -2.0044 -0.2 0.1 0.0
C -2.3030 5.7894 -0.7925 0.0 -0.2 -0.3
C -4.2921 3.7797 -2.1270 0.3 0.2 0.0
C -1.5584 2.9549 -1.1946 0.1 0.1 0.1
C -0.8501 2.1258 -0.6414 0.5 -0.3 0.4
H -2.2032 5.4000 -4.2323 0.0 0.0 0.0
H -1.7393 3.7018 -4.2738 0.0 0.0 0.0
H -0.6490 4.9075 -3.5697 0.0 0.0 0.0
H -2.7836 6.6916 -1.1754 0.0 0.0 0.0
H -1.2496 6.0250 -0.6264 0.0 0.0 0.0
H -2.7625 5.5607 0.1713 0.0 0.0 0.0
H -4.9133 4.5769 -2.5406 0.0 0.0 0.0
H -4.6971 3.5174 -1.1484 0.0 0.0 0.0
H -4.3796 2.9146 -2.7865 0.0 0.0 0.0
C -1.0890 3.7067 3.7931 0.0 -0.1 -0.1
C -1.0183 2.2503 3.3942 0.1 0.0 0.2
O -0.7577 2.1190 1.9634 0.4 -0.3 -0.4
H -1.2978 3.7749 4.8605 0.0 0.0 0.0
H -1.8983 4.2171 3.2659 0.0 0.0 0.0
H -0.1503 4.2214 3.5932 0.0 0.0 0.0
H -1.9575 1.7413 3.6219 0.0 0.0 0.0
H -0.2022 1.7419 3.9076 0.0 0.0 0.0
H -1.2498 2.8185 1.5150 0.0 0.0 -0.4